No. 1
{"formula": "C20H70O25", "method": "ωB97M-V/def2-TZVPD", "elements": ["O", "H", "H", "O", "H", "H", "O", "H", "H", "O", "H", "H", "O", "H", "H", "C", "C", "O", "O", "H", "H", "H", "H", "H", "H", "C", "C", "O", "O", "H", "H", "H", "H", "H", "H", "C", "C", "O", "O", "H", "H", "H", "H", "H", "H", "C", "C", "O", "O", "H", "H", "H", "H", "H", "H", "C", "C", "O", "O", "H", "H", "H", "H", "H", "H", "C", "C", "O", "O", "H", "H", "H", "H", "H", "H", "C", "C", "O", "O", "H", "H", "H", "H", "H", "H", "C", "C", "O", "O", "H", "H", "H", "H", "H", "H", "C", "C", "O", "O", "H", "H", "H", "H", "H", "H", "C", "C", "O", "O", "H", "H", "H", "H", "H", "H"], "positions_angstrom": [[2.064548, -0.414165, -3.163104], [1.407548, -0.540165, -3.923104], [2.181548, -1.371165, -2.880104], [-0.164452, -3.459165, -1.372104], [-0.553452, -2.722165, -0.877104], [0.031548, -4.080165, -0.688104], [3.478548, 1.144835, -1.419104], [3.033548, 0.470835, -1.948104], [2.750548, 1.585835, -0.999104], [2.604548, -3.079165, -2.144104], [1.695548, -3.380165, -2.078104], [2.852548, -2.585165, -1.332104], [-2.838452, 1.468835, -1.563104], [-2.202452, 2.188835, -1.466104], [-3.635452, 1.609835, -1.033104], [-0.263452, -4.231165, 1.768896], [-1.528452, -3.371165, 1.757896], [-1.389452, -2.176165, 2.444896], [-0.402452, -5.173165, 0.671896], [-0.124452, -4.735165, 2.784896], [0.630548, -3.671165, 1.424896], [-2.310452, -3.826165, 2.288896], [-1.863452, -3.254165, 0.729896], [-2.041452, -1.613165, 2.018896], [-1.256452, -5.607165, 0.747896], [1.077548, 3.190835, -2.670104], [-0.331452, 3.668835, -2.719104], [-0.933452, 3.318835, -1.555104], [1.909548, 3.633835, -3.719104], [1.221548, 2.175835, -2.466104], [1.415548, 3.589835, -1.747104], [-0.897452, 3.125835, -3.513104], [-0.462452, 4.710835, -2.974104], [-0.310452, 3.524835, -0.860104], [2.394548, 4.406835, -3.378104], [-6.378452, -0.652165, 0.591896], [-5.089452, -1.142165, -0.176104], [-4.342452, -1.971165, 0.660896], [-6.994452, 0.391835, -0.173104], [-6.289452, -0.408165, 1.663896], [-7.106452, -1.455165, 0.488896], [-4.337452, -0.391165, -0.521104], [-5.380452, -1.695165, -1.114104], [-4.875452, -2.280165, 1.405896], [-7.842452, 0.478835, 0.286896], [-0.735452, 0.414835, -4.981104], [-1.889452, -0.446165, -4.423104], [-3.028452, 0.324835, -4.063104], [0.343548, -0.387165, -5.348104], [-0.319452, 1.109835, -4.275104], [-1.142452, 0.873835, -5.918104], [-1.588452, -0.993165, -3.510104], [-2.112452, -1.233165, -5.092104], [-2.873452, 0.755835, -3.159104], [0.021548, -0.881165, -6.096104], [-0.162452, -0.284165, -0.841104], [0.076548, 0.675835, 0.350896], [1.303548, 1.264835, 0.217896], [-1.388452, -0.927165, -0.856104], [0.583548, -1.099165, -0.787104], [0.037548, 0.263835, -1.764104], [-0.041452, 0.021835, 1.189896], [-0.620452, 1.497835, 0.462896], [1.526548, 1.664835, 1.087896], [-2.043452, -0.200165, -1.060104], [3.932548, -0.359165, 1.800896], [3.028548, -1.375165, 1.067896], [3.329548, -1.286165, -0.272104], [3.693548, -0.368165, 3.180896], [3.757548, 0.607835, 1.370896], [4.954548, -0.558165, 1.637896], [2.016548, -1.267165, 1.263896], [3.275548, -2.369165, 1.399896], [3.364548, -0.325165, -0.463104], [2.754548, -0.344165, 3.268896], [1.089548, -0.795165, 4.707896], [-0.137452, -0.238165, 5.485896], [0.173548, -0.177165, 6.866896], [0.778548, -0.546165, 3.413896], [1.242548, -1.836165, 4.893896], [1.944548, -0.233165, 5.118896], [-1.040452, -0.782165, 5.378896], [-0.287452, 0.812835, 5.138896], [-0.603452, -0.237165, 7.384896], [-0.028452, -1.027165, 3.241896], [3.853548, 5.531835, 0.956896], [3.614548, 4.721835, -0.273104], [3.119548, 3.539835, 0.054896], [4.570548, 6.688835, 0.687896], [4.401548, 4.971835, 1.692896], [2.841548, 5.792835, 1.469896], [4.636548, 4.617835, -0.731104], [2.923548, 5.307835, -0.923104], [2.349548, 3.716835, 0.548896], [3.943548, 7.278835, 0.332896], [3.498548, 2.798835, 3.537896], [2.031548, 2.708835, 3.782896], [1.318548, 2.812835, 2.589896], [4.270548, 2.067835, 4.490896], [3.828548, 3.823835, 3.504896], [3.850548, 2.441835, 2.582896], [1.806548, 3.539835, 4.501896], [1.765548, 1.797835, 4.314896], [0.392548, 2.822835, 2.769896], [4.295548, 1.164835, 4.193896], [-4.160452, -4.896165, -2.627104], [-3.120452, -3.856165, -2.269104], [-3.544452, -2.547165, -2.615104], [-3.608452, -6.188165, -2.248104], [-4.425452, -4.728165, -3.683104], [-5.161452, -4.713165, -2.079104], [-2.134452, -4.109165, -2.666104], [-2.931452, -3.826165, -1.203104], [-3.064452, -1.975165, -2.014104], [-2.951452, -6.421165, -2.969104]], "forces_ev_per_a": [[-1.30, -1.86, -0.95], [1.31, 0.51, 1.06], [0.20, 1.00, -0.18], [-0.02, 1.18, -0.66], [-0.11, 0.02, -0.54], [0.06, -1.27, 0.66], [0.89, -0.39, -0.01], [-0.12, 0.12, -0.98], [-0.41, 0.57, 0.45], [0.56, 0.17, -0.27], [-0.35, 0.09, 0.40], [-0.30, -0.19, -0.38], [-0.60, -1.02, 0.23], [0.26, 0.65, 0.23], [0.31, 0.30, -0.24], [-0.03, -0.44, -0.31], [0.84, -0.88, -0.39], [0.53, 1.88, 0.15], [0.18, -0.21, 1.24], [0.11, 0.59, -1.42], [-0.44, 0.02, 0.88], [-1.21, -1.70, 0.41], [0.14, 0.34, -0.14], [-0.09, 0.54, 0.12], [-0.11, -0.19, -0.12], [0.80, 1.82, -0.24], [-0.69, -1.15, -3.73], [-1.30, -0.24, 2.31], [0.11, 0.55, 0.16], [-0.32, -1.99, -0.50], [0.86, 0.77, 1.22], [0.34, 0.37, 0.28], [0.40, 0.59, 0.14], [0.06, -0.07, 0.68], [-0.20, -0.56, -0.47], [0.21, -0.25, -2.02], [-0.73, 0.49, -0.48], [0.70, -1.01, 1.13], [0.03, 0.20, 1.00], [0.61, 0.13, -0.38], [0.26, -0.72, 0.50], [-1.10, 0.12, 0.37], [0.00, 0.55, 0.94], [0.05, -0.03, -0.34], [0.05, 0.48, -0.60], [-1.71, -0.30, -0.87], [0.73, 1.06, 2.53], [0.32, 0.64, 0.70], [0.64, -0.57, -0.22], [-0.29, 0.63, 0.29], [0.31, 0.44, 0.95], [0.50, 0.17, -0.33], [-0.75, -0.58, -1.15], [-0.30, -0.84, -1.79], [0.38, -0.64, -0.41], [1.89, 0.72, -0.04], [-1.59, -1.13, -0.76], [1.75, 0.53, 0.77], [-2.20, 0.99, 0.14], [0.06, 0.68, -0.01], [-0.06, -0.11, -0.19], [0.26, -0.16, 1.09], [-1.12, -0.11, -0.30], [0.02, -0.17, -0.49], [0.51, -0.90, 0.26], [-1.50, -0.69, -0.26], [2.78, -0.17, 0.75], [0.02, 0.15, -0.86], [0.95, 0.10, 0.62], [-0.26, 0.83, -0.29], [1.20, -0.59, -0.22], [-2.19, 0.77, 0.53], [0.29, -0.60, 0.27], [0.22, -0.05, -0.59], [-1.14, 0.01, 0.18], [-1.60, 0.95, 3.22], [1.56, 1.27, 1.04], [1.40, -0.08, -0.33], [0.89, 0.83, -2.41], [0.20, -0.85, 0.32], [-0.05, -0.16, -0.64], [-0.86, -0.81, -0.71], [-0.03, -0.67, -0.17], [-1.13, -0.07, 0.71], [-0.49, -0.53, -0.73], [-1.69, 0.67, 1.52], [2.28, 2.90, -1.20], [-0.26, -3.44, -0.24], [1.12, -0.16, 0.48], [0.36, -0.43, 0.17], [1.25, -0.42, -0.67], [-1.15, -0.08, -0.10], [0.48, -0.17, -0.23], [-1.63, -0.19, 1.24], [-0.78, 1.48, -0.78], [1.85, -0.94, -0.23], [-0.14, 0.60, 2.02], [0.41, 0.34, -1.39], [-0.36, 1.59, 0.70], [0.12, 0.50, 0.58], [-0.71, -0.32, -0.86], [-0.29, -0.47, -0.62], [0.18, -0.27, -0.10], [-0.99, -0.01, 0.27], [-0.08, -0.90, -0.36], [-0.84, 0.52, 0.94], [0.07, 0.30, 0.75], [-0.20, -0.23, -0.44], [0.28, 0.42, -2.01], [0.24, -0.75, 0.02], [1.72, -0.51, -0.48], [-0.14, -0.01, -0.56], [-0.19, -0.53, 0.54], [0.15, 0.31, -0.12], [-1.13, 0.33, 1.36]], "lowdin_charge": [-0.10, 0.05, 0.04, -0.03, 0.01, 0.00, -0.04, 0.00, -0.02, -0.07, 0.00, 0.01, -0.04, 0.02, 0.08, -0.16, -0.26, -0.06, -0.09, 0.15, 0.13, 0.11, 0.10, 0.09, 0.10, -0.25, -0.25, -0.06, -0.01, 0.09, 0.08, 0.13, 0.13, 0.10, 0.10, -0.22, -0.22, -0.08, -0.08, 0.12, 0.11, 0.10, 0.13, 0.09, 0.09, -0.22, -0.24, -0.09, -0.07, 0.09, 0.14, 0.10, 0.11, 0.06, 0.10, -0.22, -0.24, -0.07, -0.09, 0.12, 0.11, 0.09, 0.11, 0.08, 0.07, -0.18, -0.23, -0.08, -0.05, 0.10, 0.13, 0.07, 0.13, 0.05, 0.02, -0.26, -0.22, -0.05, -0.08, 0.13, 0.13, 0.11, 0.12, 0.06, 0.05, -0.28, -0.31, -0.03, -0.02, 0.11, 0.16, 0.16, 0.13, 0.05, 0.06, -0.23, -0.22, -0.05, -0.05, 0.11, 0.10, 0.14, 0.10, 0.09, 0.04, -0.23, -0.27, -0.06, -0.10, 0.12, 0.14, 0.11, 0.10, 0.04, 0.11], "orbital_gap_ha": 0.3358, "lumo_ev": -0.416, "spin_multiplicity": 1, "homo_energy_ev": -9.55, "relative_energy_kj_mol": 300.31}

***

No. 2
{"formula": "C3H14N2O2", "method": "ωB97M-V/def2-TZVPD", "elements": ["N", "C", "C", "C", "N", "H", "H", "H", "H", "H", "H", "H", "H", "H", "H", "H", "H", "O", "H", "H", "O"], "positions_angstrom": [[0.152729, -1.564608, -1.831286], [-0.737872, -1.148338, -0.827060], [-0.079887, -0.265275, 0.232301], [-1.138709, 0.032568, 1.337077], [-0.750810, 1.091066, 2.201465], [1.046227, -1.895112, -1.459838], [-0.196980, -2.149847, -2.596505], [-1.080663, -2.094230, -0.331400], [-1.674873, -0.763528, -1.239952], [0.789675, -0.751291, 0.678257], [0.184297, 0.644626, -0.295904], [-1.206068, -0.894237, 1.900704], [-2.079659, 0.167881, 0.776028], [-1.247302, 1.055708, 3.088493], [-0.732965, 2.014306, 1.805605], [-3.327467, 0.302238, -3.328993], [-1.836563, 0.195298, -3.119678], [-2.574268, -0.271495, -3.524035], [5.553396, 1.483895, 2.116262], [4.761859, 2.516845, 2.956039], [4.699621, 1.662425, 2.523396]], "forces_ev_per_a": [[-0.37, -1.76, 0.81], [0.04, 0.43, 0.28], [-0.80, 0.08, 0.27], [0.36, -0.49, -1.32], [0.20, -0.28, 0.75], [0.33, 0.49, -0.41], [-0.02, 0.60, -0.34], [0.11, -0.20, -0.07], [0.09, 0.00, -0.18], [0.13, 0.19, -0.15], [0.38, 0.31, 0.18], [-0.31, 0.00, 0.28], [-0.19, 0.12, 0.38], [0.22, 0.29, -0.36], [-0.22, 0.12, -0.06], [-0.06, -0.15, -0.20], [0.02, 0.27, -0.32], [0.11, 0.02, 0.49], [0.00, 0.20, 0.15], [0.19, 0.05, -0.01], [-0.20, -0.26, -0.16]], "lowdin_charge": [0.31, -0.21, -0.15, -0.30, 0.01, 0.17, 0.17, 0.20, 0.12, 0.13, 0.12, 0.12, 0.11, 0.09, 0.08, 0.06, 0.02, -0.05, 0.03, 0.03, -0.07], "charge": 1, "orbital_gap_ha": [0.3407, 0.1513], "lumo_ev": [-3.415, -8.562], "spin_multiplicity": 2, "homo_energy_ev": [-12.68, -12.68], "relative_energy_kj_mol": 77.68}